Record 1
Computed, not measured: 4 unconnected molecules or ions with the total composition C19H38O10P2, with the ωB97M-V functional and the def2-TZVPD basis.

Structure (ORCA input):
```
! wB97M-V def2-TZVPD RIJCOSX def2/J DEFGRID3
* xyz 0 1
C 1.85592 -2.94891 -1.40024
O 1.00227 -2.27384 -2.29066
C 1.54733 -1.85740 -3.51963
C 1.07347 -0.44733 -3.79663
C -0.40857 -0.36114 -4.19025
C -1.44663 -0.03753 -3.09934
P -3.02339 -1.07276 -3.09984
P -2.41948 -3.00228 -2.29742
O -1.45745 -2.92828 -1.20214
O -1.96034 -4.01160 -3.46774
O -3.88061 -3.55249 -1.90217
C -0.98057 0.25958 -1.68495
O -2.00414 1.16753 -1.21134
C -2.62246 1.70082 -2.28171
O -3.55643 2.42670 -2.24098
O -1.99907 1.28902 -3.42300
H 1.87860 -4.02578 -1.60348
H 2.87579 -2.55001 -1.44897
H 1.45841 -2.80024 -0.39740
H 1.17912 -2.52403 -4.31384
H 2.64224 -1.91158 -3.52188
H 1.66546 -0.05469 -4.62797
H 1.30755 0.17739 -2.93449
H -0.53008 0.42131 -4.93960
H -0.68699 -1.30446 -4.66303
H -3.04980 -1.35344 -4.47998
H -2.68270 -4.20832 -4.07560
H -3.84390 -4.49684 -1.69449
H -0.06885 0.85467 -1.72430
H -0.86569 -0.59025 -1.02234
C -0.63394 0.62125 3.34593
C 0.88654 0.71936 3.23658
C 1.14566 -0.03098 1.93972
O -0.00222 0.18134 1.11447
C -1.05844 0.75911 1.88947
H -1.07806 1.38347 3.98492
H -0.91846 -0.35965 3.73284
H 1.19033 1.76435 3.13845
H 1.42039 0.27957 4.07683
H 1.25616 -1.10383 2.12574
H 2.03204 0.32288 1.40968
H -1.17585 1.80979 1.60456
H -1.98698 0.23726 1.65643
C -2.83116 6.51540 -0.48073
C -2.50101 5.03253 -0.64007
C -1.42562 5.07459 -1.71502
O -0.73138 6.31362 -1.54223
C -1.45728 7.15361 -0.64489
H -3.29871 6.76115 0.47199
H -3.49778 6.83987 -1.28274
H -2.08829 4.63898 0.29250
H -3.34931 4.41593 -0.92393
H -1.86931 5.04730 -2.71566
H -0.70582 4.25733 -1.63465
H -0.92670 7.19799 0.31324
H -1.49557 8.16071 -1.06303
C 3.58152 -3.91664 5.59292
C 3.97991 -4.08814 4.12805
C 2.94064 -3.22345 3.42592
O 2.62518 -2.16474 4.33204
C 3.16082 -2.45284 5.62440
H 4.38477 -4.13668 6.29454
H 2.73289 -4.56114 5.83087
H 4.98228 -3.68843 3.96121
H 3.96359 -5.12217 3.78688
H 2.02982 -3.79295 3.21183
H 3.30279 -2.78995 2.49230
H 4.01953 -1.79852 5.80938
H 2.39804 -2.24110 6.37469
*
```

SMILES ... COCCC[C@@]1(PP(=O)(O)O)COC(=O)O1.C1CCOC1.C1CCOC1.C1CCOC1
Frontier orbital gap ... 9.28 eV
HOMO ... -9.0 eV
Energy relative to the best compared isomer or geometry (same formula, charge and spin) ... 0.000 eV
Lowest unoccupied orbital energy ... 0.2 eV

Charges in e, computed with natural (NBO), in the same order as the atoms: atom 1 (C): -0.237, atom 2 (O): -0.557, atom 3 (C): -0.051, atom 4 (C): -0.418, atom 5 (C): -0.442, atom 6 (C): 0.038, atom 7 (P): 0.181, atom 8 (P): 2.072, atom 9 (O): -1.070, atom 10 (O): -0.989, atom 11 (O): -0.991, atom 12 (C): -0.124, atom 13 (O): -0.497, atom 14 (C): 0.974, atom 15 (O): -0.576, atom 16 (O): -0.539, atom 17 (H): 0.167, atom 18 (H): 0.160, atom 19 (H): 0.201, atom 20 (H): 0.164, atom 21 (H): 0.172, atom 22 (H): 0.214, atom 23 (H): 0.213, atom 24 (H): 0.243, atom 25 (H): 0.214, atom 26 (H): -0.001, atom 27 (H): 0.502, atom 28 (H): 0.505, atom 29 (H): 0.196, atom 30 (H): 0.272, atom 31 (C): -0.431, atom 32 (C): -0.433, atom 33 (C): -0.062, atom 34 (O): -0.557, atom 35 (C): -0.066, atom 36 (H): 0.215, atom 37 (H): 0.203, atom 38 (H): 0.197, atom 39 (H): 0.232, atom 40 (H): 0.169, atom 41 (H): 0.178, atom 42 (H): 0.168, atom 43 (H): 0.190, atom 44 (C): -0.430, atom 45 (C): -0.440, atom 46 (C): -0.066, atom 47 (O): -0.542, atom 48 (C): -0.065, atom 49 (H): 0.214, atom 50 (H): 0.201, atom 51 (H): 0.196, atom 52 (H): 0.246, atom 53 (H): 0.169, atom 54 (H): 0.177, atom 55 (H): 0.159, atom 56 (H): 0.180, atom 57 (C): -0.430, atom 58 (C): -0.430, atom 59 (C): -0.069, atom 60 (O): -0.545, atom 61 (C): -0.066, atom 62 (H): 0.218, atom 63 (H): 0.203, atom 64 (H): 0.202, atom 65 (H): 0.218, atom 66 (H): 0.168, atom 67 (H): 0.184, atom 68 (H): 0.165, atom 69 (H): 0.185

Record 2
Computed, not measured: a molecular structure, C47H55BrIN5O11PRuSi4Te at a distorted geometry, with the ωB97M-V functional and the def2-TZVPD basis.

Structure (ORCA input):
```
! wB97M-V def2-TZVPD RIJCOSX def2/J DEFGRID3
* xyz 0 6
Ru -0.32129 1.29692 0.37295
O 0.74959 -1.01042 2.27287
C 0.60645 0.24859 2.54239
O -0.50624 0.80902 2.60350
C 1.87046 0.96454 2.94266
C 2.27373 0.89331 4.27073
C 3.49243 1.43378 4.64466
C 4.32538 2.00052 3.68903
C 3.92078 2.07703 2.36745
C 2.66751 1.59870 1.98978
P 2.00922 1.70498 0.28871
C 2.39762 3.37577 -0.34087
C 3.02263 4.38648 0.38194
C 3.28271 5.60966 -0.21809
C 2.90245 5.84685 -1.52909
C 2.24426 4.85709 -2.24327
C 1.99267 3.62987 -1.65383
C 3.28878 0.68928 -0.55173
C 3.74315 0.96708 -1.83634
C 4.68586 0.14682 -2.43830
C 5.20948 -0.93927 -1.75555
C 4.77589 -1.21483 -0.46772
C 3.80638 -0.42031 0.12269
H 1.62739 0.41415 4.99581
H 3.80432 1.39034 5.67982
H 5.29243 2.39006 3.97965
H 4.57907 2.49819 1.61828
H 3.29766 4.24057 1.41664
H 3.77633 6.38640 0.35277
H 3.10591 6.80519 -1.98930
H 1.91699 5.04282 -3.25849
H 1.45820 2.86742 -2.20316
H 3.37014 1.82478 -2.37488
H 5.00777 0.35830 -3.44972
H 5.95530 -1.56656 -2.22653
H 5.18968 -2.04982 0.08382
H 3.48096 -0.65225 1.13120
Br 1.36926 6.65634 3.30105
C 0.39966 6.74640 1.67764
C 0.33526 7.96384 1.01878
C -0.34006 8.05587 -0.18740
C -0.94274 6.93458 -0.73431
C -0.88725 5.71885 -0.07103
C -0.21958 5.62128 1.14082
I -0.25193 3.77935 2.16717
H 0.81424 8.82848 1.45717
H -0.38991 9.00877 -0.69792
H -1.46793 7.00342 -1.67784
H -1.34924 4.83792 -0.49736
O -2.10220 -1.06731 -7.15956
N -2.42555 -0.18166 -6.38851
O -3.32548 0.61324 -6.59996
C -1.68753 -0.06196 -5.14716
C -0.71226 -1.00545 -4.83530
C -0.03433 -0.89764 -3.63265
C -0.18401 0.24450 -2.80167
O 0.61619 0.42887 -1.81070
C -1.25997 1.11141 -3.10927
C -2.00830 0.95524 -4.26661
N -1.66357 2.10628 -2.18948
O -0.83743 2.62671 -1.34941
O -2.93803 1.90070 -1.72633
N 0.80844 -1.90714 -3.19510
O 1.35003 -2.71721 -3.97594
O 0.81030 -2.22692 -1.85840
H -0.50989 -1.83924 -5.49091
H -2.82987 1.62322 -4.47989
O -7.54307 4.98288 2.22672
C -7.21463 3.79934 2.92080
N -6.47039 2.87007 2.11114
C -5.13566 2.62296 2.31694
O -4.53287 3.10669 3.26663
C -4.48166 1.76625 1.30922
C -5.14557 0.98797 0.31263
C -4.42712 0.39348 -0.65775
C -2.99465 0.72363 -0.78497
N -2.35034 1.08811 0.43709
C -3.10533 1.68501 1.35695
H -6.73585 5.47426 2.04596
H -8.16835 3.36031 3.21125
H -6.61091 3.99342 3.80608
H -6.89702 2.57424 1.25112
H -6.20818 0.78807 0.39358
H -4.85836 -0.26186 -1.40142
H -2.42984 -0.07920 -1.26977
H -2.61619 2.08675 2.23298
C 1.23951 -3.58498 3.90800
Si -0.04038 -4.16456 2.64622
C -0.15253 -6.05682 2.69993
C -1.73892 -3.42029 3.03080
Si 0.37037 -3.72699 0.31441
Te 0.51415 -1.19890 0.07203
Si 2.26362 -5.03859 -0.41153
C 3.44097 -4.98629 1.08490
C 1.57582 -6.79176 -0.61844
C 3.22014 -4.58508 -1.96241
Si -1.55444 -4.32631 -1.02919
C -1.40853 -4.56137 -2.89622
C -2.87753 -3.00010 -0.69039
C -2.17092 -5.97558 -0.31482
H 0.90188 -3.77469 4.92884
H 1.41023 -2.51412 3.79758
H 2.19530 -4.09459 3.77110
H -0.49511 -6.40821 3.67597
H 0.81741 -6.51899 2.50295
H -0.85203 -6.42734 1.94963
H -1.99990 -3.50739 4.08769
H -2.52288 -3.91095 2.44993
H -1.74438 -2.35662 2.77776
H 3.04237 -5.55592 1.92746
H 3.59155 -3.95739 1.42105
H 4.41864 -5.40554 0.83401
H 0.99531 -7.11036 0.24915
H 2.39720 -7.49997 -0.75103
H 0.93377 -6.85692 -1.49961
H 3.74942 -3.64249 -1.83567
H 2.55507 -4.46016 -2.81550
H 3.94886 -5.36416 -2.20061
H -1.65445 -3.64071 -3.42721
H -2.10234 -5.33382 -3.23310
H -0.40385 -4.84748 -3.20845
H -2.86650 -2.24065 -1.47671
H -2.71415 -2.49458 0.26450
H -3.88076 -3.43167 -0.67245
H -1.37936 -6.72736 -0.29607
H -2.98362 -6.36576 -0.93190
H -2.55129 -5.85875 0.70187
*
```

Frontier orbital gap (alpha / beta) ... 6.29 / 4.52 eV
HOMO (alpha / beta) ... -7.1 / -7.5 eV
⟨S²⟩ ... 8.800
Energy relative to the best compared isomer or geometry (same formula, charge and spin) ... 1.782 eV
Lowest unoccupied orbital energy (alpha / beta) ... -0.8 / -3.0 eV

These are the Mulliken partial charges, in e, on atoms 1 to 99: atom 1 (Ru): -0.890, atom 2 (O): -0.018, atom 3 (C): -0.936, atom 4 (O): -0.546, atom 5 (C): 0.742, atom 6 (C): -0.377, atom 7 (C): -0.837, atom 8 (C): -1.126, atom 9 (C): -0.238, atom 10 (C): -0.104, atom 11 (P): 2.967, atom 12 (C): 0.381, atom 13 (C): -0.643, atom 14 (C): -0.906, atom 15 (C): -0.882, atom 16 (C): -1.198, atom 17 (C): -0.160, atom 18 (C): 0.629, atom 19 (C): -0.862, atom 20 (C): -0.815, atom 21 (C): -0.716, atom 22 (C): -0.807, atom 23 (C): -0.024, atom 24 (H): 0.573, atom 25 (H): 0.461, atom 26 (H): 0.462, atom 27 (H): 0.772, atom 28 (H): 0.735, atom 29 (H): 0.441, atom 30 (H): 0.402, atom 31 (H): 0.492, atom 32 (H): 0.091, atom 33 (H): 0.387, atom 34 (H): 0.455, atom 35 (H): 0.411, atom 36 (H): 0.493, atom 37 (H): 0.299, atom 38 (Br): -0.156, atom 39 (C): 0.021, atom 40 (C): -0.420, atom 41 (C): -0.582, atom 42 (C): -0.801, atom 43 (C): -0.147, atom 44 (C): 0.094, atom 45 (I): 0.523, atom 46 (H): 0.416, atom 47 (H): 0.392, atom 48 (H): 0.422, atom 49 (H): 0.379, atom 50 (O): -0.631, atom 51 (N): 1.029, atom 52 (O): -0.641, atom 53 (C): -1.074, atom 54 (C): -0.217, atom 55 (C): -1.185, atom 56 (C): 0.565, atom 57 (O): 0.679, atom 58 (C): -0.692, atom 59 (C): -0.508, atom 60 (N): 0.131, atom 61 (O): 0.225, atom 62 (O): -0.431, atom 63 (N): 0.532, atom 64 (O): -0.697, atom 65 (O): -0.492, atom 66 (H): 0.664, atom 67 (H): 0.640, atom 68 (O): -0.546, atom 69 (C): -0.492, atom 70 (N): -0.100, atom 71 (C): 0.349, atom 72 (O): -0.728, atom 73 (C): -0.355, atom 74 (C): -0.718, atom 75 (C): -1.827, atom 76 (C): 1.493, atom 77 (N): 1.184, atom 78 (C): -0.369, atom 79 (H): 0.318, atom 80 (H): 0.296, atom 81 (H): 0.366, atom 82 (H): 0.206, atom 83 (H): 0.488, atom 84 (H): 0.574, atom 85 (H): -0.876, atom 86 (H): 0.609, atom 87 (C): -0.614, atom 88 (Si): 1.216, atom 89 (C): -1.161, atom 90 (C): -0.941, atom 91 (Si): 0.848, atom 92 (Te): 0.673, atom 93 (Si): 0.727, atom 94 (C): -1.104, atom 95 (C): -1.102, atom 96 (C): -0.760, atom 97 (Si): 0.794, atom 98 (C): -1.088, atom 99 (C): -1.016

One value per record, in order, for calculated total energy: -59372.1914; -208414.2303 eV.